Entry 1:
The following is a quantum chemistry calculation of a molecular structure, C21H21IrN7O6S2 in a non-equilibrium geometry, from the Open Molecules 2025 dataset.

Output
Multiplicity: 2
Gap between HOMO and LUMO (alpha / beta) (eV): 7.63 / 6.55
Charge: +2
Max |F| (eV/Å): 1.02
Energy above the lowest of the compared OMol25 structures with the same formula, charge and spin (kJ/mol): 143.90

The geometry in XYZ format:
```
58
Properties=species:S:1:pos:R:3:forces:R:3:lowdin_spin:R:1
Ir 0.208 -0.576 -0.406 1.0 -0.3 -0.1 0.008
C -2.991 2.714 1.879 0.0 0.0 0.1 0.033
C -1.570 2.332 1.595 0.0 0.0 -0.1 0.241
C -0.503 3.380 1.600 0.1 0.0 0.0 0.040
O -1.157 1.172 2.132 -0.1 0.0 0.1 0.143
C -1.624 2.001 -0.373 0.1 0.1 -0.2 0.154
O -2.198 2.926 -0.829 -0.1 -0.1 0.1 0.233
O -1.065 0.976 -0.765 -0.2 -0.1 0.6 0.103
H -3.069 2.962 2.942 0.0 0.0 0.0 0.012
H -3.681 1.895 1.664 0.0 0.0 0.0 0.004
H -3.286 3.582 1.299 0.0 0.0 0.0 0.000
H -0.366 3.716 2.632 0.0 0.0 0.0 0.016
H -0.793 4.232 0.992 0.0 0.0 0.0 0.000
H 0.447 2.978 1.246 0.0 0.0 0.0 0.004
H -1.925 0.623 2.350 0.0 0.0 0.0 0.002
N 2.410 -0.545 3.096 -0.1 0.0 0.0 0.000
C 3.291 0.319 2.495 0.0 0.1 0.0 0.000
C 2.753 0.633 1.284 0.1 0.1 0.0 0.000
N 1.561 -0.023 1.152 -0.3 0.1 -0.2 0.000
C 1.377 -0.732 2.257 0.1 0.1 0.0 0.000
C 0.171 -1.524 2.339 -0.1 0.0 0.0 0.000
N -0.619 -1.522 1.275 0.2 0.1 -0.3 0.001
C -1.720 -2.282 1.573 -0.1 -0.1 0.0 0.000
C -1.587 -2.744 2.847 0.0 0.0 0.0 0.000
N -0.388 -2.258 3.316 0.0 0.1 0.0 0.000
H 2.540 -0.963 4.003 0.0 0.0 0.0 0.000
H 4.203 0.628 2.975 0.0 0.0 0.0 0.000
H 3.138 1.280 0.514 0.0 0.0 0.0 0.000
H -2.506 -2.452 0.857 0.0 0.0 0.0 0.000
H -2.223 -3.371 3.446 0.0 0.0 0.0 0.000
H -0.013 -2.430 4.235 0.0 0.0 0.0 0.000
O 1.416 2.423 -2.233 0.0 -0.1 0.0 0.001
C 1.911 1.333 -2.369 0.3 0.2 0.2 0.000
N 1.348 0.147 -1.941 -0.7 -0.4 -0.5 0.001
S 2.212 -1.178 -2.284 0.1 0.1 -0.2 0.000
O 1.742 -1.990 -3.376 -0.1 0.3 0.0 0.000
O 2.188 -1.852 -0.967 -0.6 0.1 0.3 -0.001
C 3.637 -0.306 -2.829 0.1 -0.1 0.2 0.000
C 4.845 -0.792 -3.285 0.0 0.0 0.0 0.000
C 5.726 0.134 -3.832 0.0 0.0 0.0 0.000
C 5.381 1.478 -3.937 0.0 0.0 0.0 0.000
C 4.147 1.942 -3.494 0.0 0.0 0.0 0.000
C 3.271 1.032 -2.933 0.0 0.1 0.0 0.000
H 5.100 -1.841 -3.218 0.0 0.0 0.0 0.000
H 6.691 -0.198 -4.188 0.0 0.0 0.0 0.000
H 6.086 2.172 -4.373 0.0 0.0 0.0 0.000
H 3.869 2.984 -3.571 0.0 0.0 0.0 0.000
S -1.276 -1.777 -1.787 0.1 -0.1 0.1 0.002
C -1.671 -0.713 -3.118 0.0 0.1 0.1 0.002
N -0.787 -0.615 -4.136 0.1 0.0 0.0 0.000
C -1.012 0.158 -5.208 0.0 0.0 -0.1 0.000
C -2.189 0.855 -5.283 0.0 0.0 0.0 0.000
C -3.080 0.690 -4.226 0.0 0.0 0.0 0.001
N -2.823 -0.069 -3.163 0.0 0.0 0.0 0.001
H 0.086 -1.145 -4.042 0.0 -0.1 0.0 0.000
H -0.241 0.176 -5.966 0.0 0.0 0.0 0.000
H -2.411 1.491 -6.125 0.0 0.0 0.0 0.000
H -4.043 1.188 -4.232 0.0 0.0 0.0 0.000
```
Forces are in eV/Å.

---

Entry 2:
The following is a quantum chemistry calculation of 2 unconnected molecules or ions with the total composition C2HCl2F3S in a non-equilibrium geometry, from the Open Molecules 2025 dataset.

Output
Multiplicity: 1
Gap between HOMO and LUMO (eV): 8.51
Charge: 0
Max |F| (eV/Å): 1.03
Energy above the lowest of the compared OMol25 structures with the same formula, charge and spin (kJ/mol): 215.32

The geometry in XYZ format:
```
9
Properties=species:S:1:pos:R:3:forces:R:3:lowdin_charge:R:1
C 1.552 -1.075 -0.425 0.1 0.0 -0.2 -1.067
C -1.334 1.430 0.738 0.2 -0.2 -1.0 -1.050
F 0.519 -0.890 -1.230 -0.1 -0.1 -0.3 0.095
F 1.152 -1.805 0.601 0.0 -0.3 0.2 0.107
F 1.949 0.098 0.028 0.2 0.2 0.0 0.106
S -2.947 1.320 0.243 0.2 0.1 0.3 0.689
Cl 2.873 -1.884 -1.296 -0.3 0.2 0.2 0.730
Cl -1.135 1.744 2.376 -0.3 0.1 0.7 0.514
H -2.630 1.063 -1.036 -0.1 0.0 0.0 -0.125
```
Forces are in eV/Å.

---

Entry 3:
The following is a quantum chemistry calculation of a molecular structure, C15H31O14Zn in a non-equilibrium geometry, from the Open Molecules 2025 dataset.

Output
Multiplicity: 1
Gap between HOMO and LUMO (eV): 8.86
Charge: +1
Max |F| (eV/Å): 2.48
Energy above the lowest of the compared OMol25 structures with the same formula, charge and spin (kJ/mol): 63.23

The geometry in XYZ format:
```
61
Properties=species:S:1:pos:R:3:forces:R:3:lowdin_charge:R:1
Zn 26.181 24.446 -28.176 0.2 -2.5 0.2 0.811
O 26.646 22.595 -28.241 0.0 0.9 -0.4 -0.357
H 26.783 21.668 -28.144 -0.1 -0.4 0.3 -0.061
C 27.905 22.852 -31.151 0.0 -0.3 0.9 0.001
O 28.911 23.873 -30.985 -0.1 0.3 0.6 0.047
C 28.576 24.870 -30.185 0.5 -0.3 -2.3 -0.579
O 27.492 24.987 -29.657 -0.7 0.6 1.0 0.045
O 29.492 25.802 -30.290 0.2 0.0 0.8 0.056
C 29.285 26.996 -29.535 0.9 0.6 0.2 -0.005
H 26.994 23.265 -31.584 0.2 0.0 -0.5 0.095
H 27.608 22.488 -30.165 0.1 -0.1 0.0 0.060
H 28.402 22.071 -31.715 -0.3 0.1 -0.3 0.106
H 28.300 27.416 -29.713 0.0 0.0 0.1 0.098
H 30.077 27.672 -29.854 -0.3 0.1 -0.4 0.107
H 29.521 26.876 -28.476 -0.5 -0.5 0.1 0.096
C 29.439 22.479 -26.708 0.4 -0.9 -1.2 -0.019
O 29.619 23.610 -25.877 0.7 0.3 0.6 0.063
C 28.860 24.661 -26.064 -0.6 -1.1 -0.2 -0.588
O 27.922 24.691 -26.837 -0.7 0.7 -0.4 0.068
O 29.233 25.631 -25.286 0.6 0.5 0.7 0.064
C 28.365 26.719 -25.042 -0.8 1.1 0.0 -0.025
H 29.274 22.796 -27.738 -0.6 -0.1 0.2 0.087
H 28.676 21.796 -26.342 -0.4 0.5 0.0 0.103
H 30.351 21.883 -26.758 0.3 0.5 0.6 0.104
H 27.667 26.531 -24.227 0.4 -0.4 0.2 0.090
H 27.734 27.002 -25.887 0.3 -0.3 -0.3 0.090
H 28.957 27.592 -24.785 0.3 -0.2 0.0 0.107
C 22.309 23.415 -29.272 -0.4 -1.2 1.2 -0.018
O 22.567 24.552 -30.085 0.2 0.0 -0.2 0.062
C 23.842 24.822 -30.324 -1.1 -0.3 0.7 -0.569
O 24.751 24.265 -29.736 1.0 0.5 0.2 0.072
O 23.924 25.740 -31.231 -0.9 0.8 -0.8 0.068
C 25.161 26.315 -31.588 1.9 -0.7 0.7 -0.006
H 22.083 22.533 -29.869 0.1 0.2 -0.3 0.105
H 21.458 23.564 -28.608 -0.2 0.6 -0.5 0.107
H 23.101 23.153 -28.570 0.4 0.3 -0.5 0.066
H 25.618 26.807 -30.723 -0.3 0.2 -0.1 0.097
H 25.100 27.012 -32.415 -0.7 -0.1 0.0 0.109
H 25.863 25.513 -31.840 -0.1 0.1 -0.2 0.093
C 24.247 21.296 -26.394 -1.2 0.1 -1.4 -0.012
O 24.569 22.213 -25.343 1.0 -0.8 0.5 0.080
C 24.771 23.468 -25.554 -0.6 0.4 -0.5 -0.591
O 24.619 24.061 -26.620 0.5 0.4 -0.7 0.055
O 25.047 24.077 -24.425 0.2 -0.2 0.9 0.056
C 25.021 25.490 -24.421 -0.1 1.3 -1.0 -0.032
H 23.319 21.670 -26.829 -0.3 -0.5 0.2 0.095
H 24.141 20.282 -26.026 -0.2 0.3 0.7 0.102
H 24.892 21.203 -27.263 0.8 0.8 0.5 0.052
H 25.271 25.908 -23.452 0.0 -0.6 0.2 0.107
H 24.055 25.894 -24.727 -0.2 -0.4 0.2 0.109
H 25.716 25.904 -25.155 0.1 -0.2 0.1 0.065
C 25.424 19.546 -29.397 0.6 0.3 -1.3 -0.024
C 23.972 19.136 -29.304 -0.3 -1.8 0.4 -0.458
O 23.360 19.269 -28.268 0.0 0.6 0.0 0.058
C 23.362 18.296 -30.440 0.3 1.7 0.1 -0.005
H 25.928 19.529 -28.435 -0.2 0.0 0.1 0.081
H 25.582 20.513 -29.889 -0.5 0.4 0.5 0.081
H 25.998 18.948 -30.113 -0.2 -0.6 0.3 0.083
H 22.480 17.742 -30.136 0.3 -0.3 0.4 0.085
H 24.181 17.735 -30.881 -0.4 -0.3 -0.3 0.076
H 22.958 19.022 -31.154 0.3 -0.1 -0.4 0.086
```
Forces are in eV/Å.

---

Entry 4:
The following is a quantum chemistry calculation of 3 unconnected molecules or ions with the total composition C10H32B2NO11P3 in a non-equilibrium geometry, from the Open Molecules 2025 dataset.

Output
Multiplicity: 1
Gap between HOMO and LUMO (eV): 7.07
Charge: 0
SMILES string: CCCOB(CB(O)O)[PH2]=N.COP(=O)(OC)OC.COP(=O)(OC)OC
Max |F| (eV/Å): 7.60

The geometry in XYZ format:
```
59
Properties=species:S:1:pos:R:3:forces:R:3:lowdin_charge:R:1
C 2.817 -0.031 2.154 -0.9 0.6 -0.7 -0.079
C 3.638 1.202 1.713 0.0 -0.1 0.3 -0.209
C 3.027 2.556 2.190 1.4 -0.5 0.9 -0.205
O 1.665 2.455 2.625 -0.1 0.3 -1.7 0.001
B 0.707 2.604 1.657 -0.7 0.7 1.7 -0.540
C -0.811 2.605 2.158 -0.1 -0.6 -0.5 -0.006
B -0.931 1.299 3.054 -0.7 0.0 0.2 -0.630
O -0.533 1.266 4.398 0.5 0.0 -1.0 0.140
O -1.409 0.113 2.481 1.2 0.7 -0.3 0.131
P 0.975 2.753 -0.248 -0.5 -1.1 -0.9 0.803
N 0.044 1.663 -0.974 0.1 0.2 1.2 -0.303
H 1.955 -0.109 1.464 0.2 -0.1 0.3 0.077
H 3.355 -0.980 2.073 0.1 0.3 0.2 0.080
H 2.371 0.127 3.145 0.5 -0.3 -0.1 0.074
H 3.756 1.200 0.622 0.0 -0.1 0.2 0.091
H 4.640 1.134 2.161 -0.2 0.1 -0.3 0.106
H 3.606 2.846 3.080 -0.4 0.0 -0.2 0.126
H 3.205 3.365 1.466 -0.4 -0.3 0.0 0.110
H -1.074 3.524 2.701 0.4 -0.2 0.0 0.112
H -1.458 2.528 1.271 0.0 0.1 0.3 0.086
H 0.371 0.917 4.393 -0.1 0.1 0.6 0.097
H -0.726 -0.547 2.683 -0.7 -0.5 0.3 0.104
H 2.340 2.477 -0.542 -0.2 0.8 -0.1 -0.004
H 0.678 4.072 -0.707 0.6 -0.1 0.2 0.013
H -0.455 1.174 -0.228 -0.1 -0.1 -0.3 -0.041
C -1.871 -6.639 5.131 0.2 0.0 0.5 -0.123
O -1.902 -6.118 3.806 0.1 0.7 -3.5 -0.303
P -1.874 -4.447 3.664 -0.5 1.9 7.3 0.628
O -0.891 -4.107 4.733 0.0 -0.3 -1.1 -0.259
O -3.431 -4.318 4.170 -0.1 -0.2 -1.1 -0.260
C -4.435 -5.115 3.523 -0.1 0.0 0.2 -0.118
O -1.923 -2.924 2.959 0.5 -2.5 -2.2 -0.234
C -2.871 -2.676 1.902 -0.2 0.2 -0.1 -0.107
H -2.222 -7.670 5.079 0.0 0.1 -0.3 0.091
H -0.852 -6.634 5.513 0.0 0.2 0.0 0.086
H -2.525 -6.075 5.796 0.1 0.1 0.0 0.089
H -4.757 -5.907 4.199 0.0 -0.1 0.0 0.087
H -4.071 -5.564 2.599 -0.1 -0.1 0.0 0.081
H -5.289 -4.478 3.293 0.0 0.1 0.0 0.087
H -3.851 -2.450 2.324 0.0 -0.1 0.1 0.091
H -2.943 -3.530 1.229 -0.1 0.1 -0.1 0.084
H -2.529 -1.812 1.338 0.1 0.0 0.1 0.074
C 0.315 1.722 -3.775 -0.2 0.4 0.1 -0.140
O 1.192 1.416 -4.872 2.3 -1.3 -2.7 -0.303
P 1.773 2.723 -5.737 -4.0 5.4 3.6 0.620
O 2.042 3.686 -4.630 0.6 -0.8 -0.6 -0.267
O 0.316 2.977 -6.458 0.5 -0.7 -0.7 -0.266
C -0.336 1.872 -7.098 -0.2 0.1 0.1 -0.123
O 2.570 3.587 -6.939 0.8 -3.3 0.1 -0.227
C 2.486 3.119 -8.296 -0.1 0.2 -0.2 -0.118
H -0.228 0.813 -3.525 0.2 -0.1 -0.1 0.084
H 0.887 2.027 -2.919 0.1 0.0 -0.1 0.015
H -0.402 2.497 -4.048 0.1 0.0 0.0 0.091
H -1.194 1.564 -6.500 0.0 -0.1 0.0 0.087
H 0.330 1.018 -7.225 -0.1 0.0 0.0 0.080
H -0.687 2.195 -8.078 0.0 0.1 0.0 0.085
H 1.551 3.454 -8.747 0.0 -0.1 0.1 0.084
H 2.553 2.033 -8.347 0.0 0.0 -0.2 0.081
H 3.315 3.546 -8.856 0.0 0.0 0.1 0.086
```
Forces are in eV/Å.

---

Entry 5:
The following is a quantum chemistry calculation of C5H9NO in the gas phase, from the Open Molecules 2025 dataset.

Output
Multiplicity: 1
Gap between HOMO and LUMO (eV): 10.41
Charge: 0
SMILES string: CC1(C)NCC1=O
Max |F| (eV/Å): 0.44
Energy above the lowest of the compared OMol25 structures with the same formula, charge and spin (kJ/mol): 150.88

The geometry in XYZ format:
```
16
Properties=species:S:1:pos:R:3:forces:R:3:lowdin_charge:R:1
C 0.351 -0.127 -1.537 -0.1 -0.1 0.0 -0.018
C -0.165 -0.225 -0.100 -0.2 -0.2 -0.1 -0.515
C -1.337 -1.173 0.110 -0.1 0.0 0.0 -0.022
N 0.909 -0.399 0.919 0.2 -0.1 -0.1 0.014
C 0.895 1.030 1.301 0.0 0.3 0.2 -0.097
C -0.351 1.196 0.431 -0.2 0.4 -0.1 -0.348
O -1.132 2.074 0.202 0.3 -0.3 0.2 0.126
H -0.475 0.066 -2.228 0.1 -0.1 0.1 0.090
H 0.870 -1.042 -1.848 -0.2 0.1 0.1 0.087
H 1.054 0.709 -1.622 0.0 -0.1 0.0 0.088
H -1.034 -2.216 -0.040 0.0 0.2 -0.1 0.084
H -2.160 -0.944 -0.573 0.1 0.0 0.1 0.085
H -1.706 -1.086 1.137 0.1 0.0 -0.2 0.086
H 1.791 -0.705 0.520 -0.1 0.1 0.1 0.103
H 0.741 1.213 2.369 0.0 0.0 -0.1 0.114
H 1.750 1.629 0.960 -0.2 -0.1 0.0 0.122
```
Forces are in eV/Å.

---

Entry 6:
The following is a quantum chemistry calculation of a molecular structure, C30H25ClCuF6N5O14P in a non-equilibrium geometry, from the Open Molecules 2025 dataset.

Output
Multiplicity: 2
Gap between HOMO and LUMO (alpha / beta) (eV): 7.29 / 6.50
Charge: 0
Max |F| (eV/Å): 4.68
Energy above the lowest of the compared OMol25 structures with the same formula, charge and spin (kJ/mol): 22.66

The geometry in XYZ format:
```
83
Properties=species:S:1:pos:R:3:forces:R:3:lowdin_spin:R:1
Cu -19.184 3.238 16.657 -0.1 -0.1 0.1 0.774
P -20.966 1.746 14.996 4.7 0.3 0.3 -0.001
F -20.705 0.811 16.357 -1.4 1.3 -1.5 -0.001
F -20.747 0.626 13.977 -0.7 -1.5 -0.2 0.001
F -22.452 1.782 15.096 -2.3 -0.1 0.3 0.001
F -20.826 2.840 13.830 -0.7 0.2 1.0 0.000
F -20.974 3.267 16.205 -0.1 -1.0 -0.7 0.041
F -19.246 1.873 15.105 -0.2 1.2 0.6 0.042
Cl -17.096 2.070 17.932 2.9 0.5 0.1 0.001
O -18.372 1.657 18.434 0.0 -0.2 -0.7 0.005
O -16.259 1.047 17.399 -1.3 -0.3 -0.7 0.004
O -17.350 3.109 16.783 0.2 -1.0 1.1 0.078
O -16.310 2.729 18.916 -0.7 0.8 0.4 0.003
C -12.973 0.595 21.630 -1.0 0.1 -0.6 0.000
C -11.882 -0.226 21.524 0.2 0.6 0.9 0.000
C -11.799 -1.161 20.532 0.1 0.5 -0.7 0.000
C -12.852 -1.155 19.635 -0.7 -0.5 0.8 0.000
C -14.016 -0.381 19.774 1.3 -1.2 -1.3 0.000
C -14.058 0.557 20.746 1.0 0.3 0.9 0.000
N -12.786 -2.133 18.571 0.3 -0.8 -0.8 0.000
O -11.652 -2.484 18.259 -1.0 -0.1 -0.2 0.000
O -13.828 -2.560 18.074 1.0 0.5 0.3 0.000
H -13.022 1.278 22.423 0.1 1.0 1.0 0.000
H -11.081 -0.046 22.224 0.2 -0.4 0.1 0.000
H -10.894 -1.737 20.424 -0.2 -0.3 -0.3 0.000
H -14.745 -0.519 19.010 -0.7 0.1 -0.3 0.000
H -14.826 1.296 20.809 -0.6 0.1 0.1 0.000
C -13.578 4.603 16.326 -0.2 -1.4 -1.9 0.000
C -13.342 5.092 17.556 0.6 2.1 2.0 0.000
C -13.266 6.488 17.745 1.1 -0.6 0.9 0.000
C -13.341 7.290 16.655 -0.5 -0.8 0.4 0.000
C -13.660 6.800 15.421 0.2 -1.3 -1.4 0.000
C -13.752 5.424 15.206 -0.1 1.2 1.6 0.000
N -13.069 8.679 16.849 -0.7 0.2 -2.8 0.000
O -12.881 9.303 15.825 0.5 0.7 -0.4 0.000
O -13.138 9.153 17.927 0.2 1.0 2.7 0.000
H -13.549 3.530 16.191 -0.1 -0.1 -0.1 0.000
H -13.070 4.490 18.407 -0.3 -0.4 0.0 0.000
H -12.907 7.025 18.640 -0.5 -0.9 -0.1 0.000
H -13.720 7.433 14.576 -0.1 0.8 -0.5 0.000
H -13.958 5.066 14.220 0.0 -0.4 -0.3 0.000
C -20.366 6.830 22.349 -1.3 -1.3 0.0 0.000
C -19.454 7.438 21.542 0.7 -0.6 -0.7 0.000
C -19.089 6.830 20.323 -1.6 0.8 1.1 0.000
C -19.758 5.681 19.965 1.1 1.4 0.1 0.002
C -20.691 5.029 20.757 -0.2 0.5 -0.4 0.000
C -21.073 5.664 21.907 0.8 0.4 1.1 0.000
N -19.476 5.238 18.622 -1.3 1.3 0.4 0.001
O -19.468 4.021 18.571 0.4 -1.4 -1.9 0.052
O -19.423 6.023 17.690 0.5 -1.3 0.7 -0.003
H -20.505 7.292 23.314 -0.6 -0.2 0.1 0.000
H -19.062 8.365 21.919 0.6 0.2 -0.4 0.000
H -18.495 7.346 19.615 0.7 0.2 -0.5 0.000
H -21.209 4.152 20.431 0.0 -0.4 -0.2 0.000
H -21.868 5.175 22.463 0.2 0.4 0.3 0.000
C -18.405 -1.655 16.759 -0.5 2.4 0.8 0.000
C -17.096 -1.981 16.943 2.2 -1.2 0.0 0.000
C -16.663 -3.279 16.743 -1.2 0.2 0.0 0.000
C -17.670 -4.155 16.371 0.2 -1.2 -0.4 0.000
C -19.017 -3.874 16.129 1.4 1.1 0.3 0.000
C -19.384 -2.526 16.391 -0.1 -2.7 -0.9 0.000
N -17.193 -5.545 16.131 1.4 0.2 0.0 0.000
O -16.006 -5.759 16.369 -0.8 -0.1 0.0 0.000
O -17.941 -6.373 15.678 -0.7 -0.2 -0.1 0.000
H -18.649 -0.618 16.976 -0.3 -0.1 -0.2 0.000
H -16.270 -1.337 17.212 -0.6 0.7 0.1 0.000
H -15.630 -3.573 16.861 -0.2 -0.1 0.0 0.000
H -19.578 -4.682 15.671 -0.4 0.4 0.4 0.000
H -20.408 -2.254 16.257 -0.4 0.5 0.0 0.000
C -11.755 1.404 17.861 -0.8 0.0 0.1 0.000
C -12.745 0.903 17.018 -1.0 1.0 0.0 0.000
C -12.466 0.021 15.999 -0.1 0.1 0.4 0.000
C -11.186 -0.454 15.930 1.2 0.6 0.7 0.000
C -10.173 -0.069 16.802 -0.3 0.1 0.3 0.000
C -10.507 0.867 17.781 2.1 -0.6 0.5 0.000
N -10.904 -1.395 14.902 1.4 -1.4 -0.6 0.000
O -9.795 -1.942 14.924 -1.2 0.5 -0.3 0.000
O -11.782 -1.607 14.093 0.3 -0.3 -0.4 0.000
H -11.937 2.174 18.610 -0.3 -0.3 -0.1 0.000
H -13.776 1.224 17.138 0.1 0.2 0.0 0.000
H -13.171 -0.342 15.267 -0.3 0.1 0.3 0.000
H -9.159 -0.471 16.770 -0.5 0.0 -0.2 0.000
H -9.734 1.084 18.551 -0.6 0.2 -0.8 0.000
```
Forces are in eV/Å.